Record 1
This record from the OMol25 dataset describes a structure of composition C24H66BF7FeO12. The level of theory is ωB97M-V with the def2-TZVPD basis set.

total charge = +1
<S²> = 8.76
E_HOMO (spin up / spin down) = -12.208 / -12.208 eV
2S+1 = 6
energy above the lowest of the compared OMol25 structures with the same formula, charge and spin = 110.0 kJ/mol

Element x y z (Å)
1 Fe 0.38 0.50 0.24
2 C 0.04 1.03 3.65
3 O -0.51 2.31 3.52
4 O 0.25 0.62 2.30
5 C 1.36 1.09 4.64
6 F 2.33 0.28 4.29
7 F 1.93 2.31 4.66
8 F 1.13 0.82 5.93
9 C -1.16 2.95 4.63
10 C -1.75 4.25 4.21
11 H -0.96 4.94 3.92
12 H -2.47 4.15 3.39
13 H -2.28 4.70 5.05
14 H -0.49 3.06 5.49
15 H -2.07 2.43 4.93
16 H -0.69 0.38 4.14
17 B 0.36 0.89 -2.88
18 F 0.74 2.22 -2.93
19 F -0.97 0.71 -3.00
20 F 1.04 0.17 -3.80
21 F 0.60 0.39 -1.67
22 C -3.48 -5.27 2.44
23 C -2.48 -4.69 1.45
24 O -1.89 -3.52 1.94
25 H -4.31 -4.63 2.71
26 H -3.01 -5.63 3.36
27 H -3.87 -6.15 1.92
28 H -2.98 -4.54 0.49
29 H -1.75 -5.48 1.28
30 H -1.47 -3.68 2.79
31 C -3.29 -1.01 3.72
32 C -4.04 -0.68 2.45
33 O -3.34 0.29 1.76
34 H -3.03 -0.14 4.32
35 H -2.37 -1.46 3.35
36 H -3.71 -1.83 4.31
37 H -5.05 -0.33 2.65
38 H -4.15 -1.57 1.82
39 H -3.57 1.15 2.11
40 C -3.18 -1.09 -1.36
41 C -1.85 -1.52 -0.75
42 O -1.43 -0.49 0.08
43 H -3.48 -1.65 -2.24
44 H -3.17 -0.03 -1.63
45 H -4.01 -1.14 -0.65
46 H -1.01 -1.81 -1.38
47 H -2.00 -2.43 -0.18
48 H -2.16 -0.39 0.70
49 C -3.13 3.14 -3.25
50 C -3.94 3.35 -1.97
51 O -3.29 2.61 -0.92
52 H -3.56 3.66 -4.10
53 H -2.96 2.10 -3.56
54 H -2.13 3.57 -3.20
55 H -4.97 3.01 -2.09
56 H -3.85 4.41 -1.72
57 H -3.81 2.64 -0.11
58 C 5.34 3.37 -2.58
59 C 3.92 2.86 -2.76
60 O 3.89 1.52 -2.31
61 H 5.50 3.61 -1.53
62 H 5.38 4.31 -3.14
63 H 6.07 2.67 -2.97
64 H 3.65 2.81 -3.81
65 H 3.33 3.46 -2.06
66 H 4.41 1.03 -2.96
67 C 4.08 -3.77 -2.39
68 C 3.97 -2.24 -2.38
69 O 3.69 -1.81 -1.10
70 H 4.94 -4.10 -1.81
71 H 4.08 -4.16 -3.40
72 H 3.11 -4.12 -2.04
73 H 3.17 -1.93 -3.05
74 H 4.89 -1.80 -2.77
75 H 4.42 -1.92 -0.50
76 C -0.83 -2.61 -4.52
77 C 0.13 -3.33 -3.59
78 O -0.60 -4.29 -2.90
79 H -0.39 -1.68 -4.88
80 H -1.77 -2.29 -4.06
81 H -1.05 -3.27 -5.36
82 H 0.62 -2.63 -2.92
83 H 0.96 -3.78 -4.13
84 H -1.21 -4.68 -3.53
85 C 0.19 4.38 -0.87
86 C -0.28 3.47 0.30
87 O -0.65 2.23 -0.18
88 H -0.60 4.63 -1.58
89 H 1.12 4.07 -1.35
90 H 0.32 5.37 -0.43
91 H -1.11 3.96 0.81
92 H 0.51 3.35 1.04
93 H -1.45 2.41 -0.67
94 C 4.05 0.73 1.54
95 C 3.20 1.85 0.93
96 O 2.32 1.26 0.02
97 H 4.71 0.24 0.83
98 H 3.50 -0.05 2.08
99 H 4.77 1.10 2.27
100 H 3.90 2.50 0.40
101 H 2.68 2.47 1.66
102 H 2.85 1.30 -0.78
103 C 1.09 -3.64 0.43
104 C 1.15 -2.35 1.24
105 O 1.33 -1.31 0.30
106 H 2.02 -3.84 -0.09
107 H 0.28 -3.67 -0.30
108 H 1.00 -4.46 1.13
109 H 2.00 -2.31 1.92
110 H 0.21 -2.23 1.78
111 H 2.07 -1.64 -0.22

Results of the Mulliken charge analysis, in e, for atoms 1 through 2: number 1, Fe, carries 1.2020; number 2, C, carries -0.1829

---

Record 2
This record from the OMol25 dataset describes a structure of composition H12N2O12Zn2. The level of theory is ωB97M-V with the def2-TZVPD basis set.

total charge = +2
E_HOMO = -14.513 eV
energy above the lowest of the compared OMol25 structures with the same formula, charge and spin = 1015.4 kJ/mol

Element x y z (Å)
1 Zn -4.10 -0.45 0.57
2 Zn 3.71 -4.96 2.77
3 N -3.52 2.91 -3.45
4 O -4.22 3.88 -3.68
5 O -2.80 2.57 -4.35
6 O -3.64 2.12 -2.52
7 N 0.97 -1.19 0.70
8 O -0.21 -0.92 0.79
9 O 1.30 -2.35 1.02
10 O 1.78 -0.27 0.41
11 O 5.10 -2.32 -2.58
12 H 5.61 -1.93 -1.86
13 H 4.26 -1.88 -2.54
14 O 1.00 -7.02 3.64
15 H 0.05 -6.97 3.56
16 H 1.15 -7.67 4.32
17 O 0.48 4.55 -0.08
18 H 0.47 3.62 -0.27
19 H 0.49 4.61 0.87
20 O 5.15 4.36 0.79
21 H 5.23 4.83 -0.04
22 H 4.21 4.26 0.92
23 O -4.10 -2.87 -1.76
24 H -3.28 -3.09 -2.22
25 H -4.75 -2.79 -2.46
26 O -3.58 2.68 2.28
27 H -3.26 3.51 1.94
28 H -3.49 2.75 3.23

Results of the natural (NBO) charge analysis, in e, for atoms 1 through 2: number 1, Zn, carries 0.8673; number 2, Zn, carries 1.0109

---

Record 3
This record from the OMol25 dataset describes a cluster of 2 separate species, C4H12 in total. The level of theory is ωB97M-V with the def2-TZVPD basis set.

E_HOMO = -11.343 eV
SMILES string = CC.CC
energy above the lowest of the compared OMol25 structures with the same formula, charge and spin = 78.0 kJ/mol

Element x y z (Å)
1 C -1.86 0.59 -0.14
2 C -2.67 0.63 1.17
3 H -2.56 0.38 -0.95
4 H -1.20 1.45 -0.30
5 H -1.23 -0.30 -0.11
6 H -2.05 0.49 2.03
7 H -3.19 1.60 1.21
8 H -3.54 -0.02 0.99
9 C 2.69 0.09 -0.65
10 C 1.93 -1.21 -0.40
11 H 2.19 0.77 -1.33
12 H 2.86 0.60 0.31
13 H 3.67 -0.09 -1.09
14 H 2.48 -2.16 -0.34
15 H 1.39 -1.12 0.54
16 H 1.08 -1.68 -0.94

Results of the natural (NBO) charge analysis, in e, for atoms 1 through 2: number 1, C, carries -0.6056; number 2, C, carries -0.6124

---

Record 4
This record from the OMol25 dataset describes a structure of composition C42H49BrF6IrN2O2PSi3. The level of theory is ωB97M-V with the def2-TZVPD basis set.

E_HOMO = -7.728 eV

Element x y z (Å)
1 Ir -0.06 -0.48 0.49
2 O 0.77 0.66 2.90
3 C 1.03 0.65 1.71
4 C 2.38 1.29 1.35
5 C 2.94 2.11 2.34
6 C 4.18 2.68 2.17
7 C 4.90 2.44 1.01
8 C 4.35 1.65 0.02
9 C 3.09 1.08 0.18
10 P 2.31 0.13 -1.17
11 C 3.75 -0.58 -2.07
12 C 4.06 -1.92 -1.87
13 C 5.15 -2.51 -2.50
14 C 5.95 -1.76 -3.36
15 C 5.64 -0.42 -3.58
16 C 4.56 0.16 -2.94
17 C 1.94 1.54 -2.30
18 C 1.81 2.85 -1.84
19 C 1.54 3.89 -2.73
20 C 1.41 3.64 -4.08
21 C 1.54 2.34 -4.55
22 C 1.79 1.30 -3.67
23 H 2.38 2.26 3.25
24 H 4.60 3.30 2.95
25 H 5.89 2.88 0.87
26 H 4.91 1.46 -0.89
27 H 3.43 -2.53 -1.24
28 H 5.37 -3.55 -2.33
29 H 6.79 -2.21 -3.86
30 H 6.25 0.17 -4.25
31 H 4.34 1.21 -3.12
32 H 1.93 3.07 -0.79
33 H 1.44 4.90 -2.34
34 H 1.21 4.45 -4.77
35 H 1.45 2.13 -5.61
36 H 1.92 0.29 -4.06
37 C -1.94 0.18 4.57
38 Si -1.87 1.41 3.14
39 C -3.48 2.36 3.44
40 C -0.67 2.78 3.69
41 C -1.79 0.67 1.33
42 Si -3.38 -0.28 0.83
43 C -3.77 -0.31 -1.02
44 C -5.00 0.35 1.58
45 C -3.43 -2.11 1.23
46 Si -1.76 2.24 0.27
47 C -0.49 3.57 0.63
48 C -3.36 3.18 -0.04
49 C -1.35 1.53 -1.43
50 C -1.82 1.98 -2.65
51 C -1.73 1.18 -3.77
52 C -1.13 -0.06 -3.65
53 C -0.60 -0.42 -2.43
54 N -0.72 0.35 -1.34
55 H -2.20 0.78 5.45
56 H -1.00 -0.32 4.77
57 H -2.73 -0.57 4.45
58 H -3.32 2.83 4.42
59 H -4.38 1.77 3.53
60 H -3.67 3.18 2.75
61 H -0.28 2.47 4.66
62 H -1.22 3.71 3.83
63 H 0.18 2.98 3.06
64 H -3.85 0.65 -1.52
65 H -4.75 -0.80 -1.09
66 H -3.07 -0.93 -1.58
67 H -5.19 1.41 1.41
68 H -5.06 0.15 2.65
69 H -5.80 -0.22 1.10
70 H -2.52 -2.64 0.98
71 H -3.69 -2.33 2.28
72 H -4.24 -2.53 0.62
73 H -0.81 4.21 1.45
74 H -0.41 4.19 -0.27
75 H 0.50 3.18 0.87
76 H -3.76 3.66 0.86
77 H -4.15 2.57 -0.46
78 H -3.14 3.99 -0.75
79 H -2.31 2.95 -2.71
80 H -2.12 1.51 -4.73
81 H -1.02 -0.74 -4.49
82 H -0.07 -1.35 -2.28
83 Br 2.90 -2.25 1.39
84 C 1.32 -2.57 2.35
85 C 1.36 -3.59 3.27
86 C 0.22 -3.87 4.02
87 C -0.89 -3.08 3.81
88 C -0.84 -2.09 2.86
89 N 0.23 -1.83 2.11
90 H 2.26 -4.16 3.38
91 H 0.22 -4.67 4.74
92 H -1.81 -3.22 4.37
93 H -1.68 -1.45 2.69
94 C -1.86 -3.70 -1.79
95 C -0.50 -3.71 -1.07
96 O -0.22 -2.56 -0.41
97 C -0.51 -4.89 -0.05
98 F -1.39 -4.65 0.93
99 F 0.68 -5.06 0.54
100 F -0.85 -6.07 -0.58
101 C 0.59 -4.04 -2.13
102 F 1.81 -4.11 -1.61
103 F 0.37 -5.20 -2.76
104 F 0.63 -3.09 -3.09
105 H -2.62 -3.40 -1.07
106 H -2.12 -4.67 -2.21
107 H -1.84 -2.96 -2.59

Results of the Mulliken charge analysis, in e, for atoms 1 through 2: number 1, Ir, carries 2.8841; number 2, O, carries -0.6293

---

Record 5
This record from the OMol25 dataset describes a structure of composition C30H43AuF5P2. The level of theory is ωB97M-V with the def2-TZVPD basis set.

total charge = +1
<S²> = 2.03
E_HOMO (spin up / spin down) = -9.263 / -9.173 eV
2S+1 = 3
energy above the lowest of the compared OMol25 structures with the same formula, charge and spin = 546.7 kJ/mol

Element x y z (Å)
1 Au 1.03 -1.44 -1.53
2 C -0.46 0.41 3.97
3 C -1.35 1.48 3.66
4 C -2.57 -0.48 3.68
5 C -1.21 -0.80 3.98
6 C -2.66 0.93 3.50
7 C 0.97 0.53 4.29
8 H 1.39 1.47 3.93
9 H 1.54 -0.30 3.83
10 H 1.16 0.48 5.37
11 C -0.69 -2.14 4.28
12 H 0.41 -2.14 4.27
13 H -1.03 -2.88 3.54
14 H -1.01 -2.49 5.27
15 C -3.70 -1.42 3.61
16 H -4.09 -1.66 4.61
17 H -3.40 -2.37 3.14
18 H -4.53 -1.00 3.03
19 C -3.89 1.69 3.24
20 H -4.40 1.97 4.18
21 H -4.61 1.10 2.66
22 H -3.69 2.62 2.69
23 C -1.01 2.91 3.56
24 H -1.19 3.45 4.51
25 H -1.61 3.41 2.79
26 H 0.05 3.04 3.31
27 C 3.08 0.43 -2.85
28 C 3.44 1.31 -1.74
29 C 3.46 2.87 -2.04
30 C 2.41 3.41 -3.04
31 C 1.12 2.68 -3.13
32 C 0.85 1.80 -4.09
33 C 1.84 1.09 -4.97
34 C 3.20 0.88 -4.24
35 H 4.46 3.11 -2.46
36 H 2.89 3.50 -4.03
37 H 3.31 3.41 -1.09
38 H 3.80 1.81 -4.28
39 H 3.19 -0.63 -2.67
40 H 4.47 1.15 -1.42
41 H 3.76 0.10 -4.79
42 H 1.43 0.08 -5.23
43 H -0.20 1.64 -4.39
44 H 2.02 1.61 -5.93
45 H 2.18 4.45 -2.76
46 H 0.32 3.08 -2.50
47 P 2.50 0.67 -0.34
48 P -1.93 -0.08 -0.74
49 C 0.11 0.19 -2.33
50 C -1.32 0.65 -2.32
51 H 0.51 -0.07 -3.32
52 H 0.75 0.89 -1.75
53 H -1.36 1.77 -2.27
54 H -1.86 0.27 -3.20
55 C -3.31 -1.00 -1.53
56 H -4.25 -0.75 -1.01
57 H -3.06 -2.07 -1.41
58 H -3.35 -0.74 -2.60
59 C -2.53 1.46 0.06
60 H -2.66 2.28 -0.67
61 H -1.77 1.75 0.81
62 H -3.46 1.23 0.58
63 C 3.53 -0.71 0.11
64 H 3.82 -0.62 1.15
65 H 4.41 -0.82 -0.55
66 H 2.86 -1.59 0.04
67 C 1.82 1.89 0.74
68 H 0.74 1.80 0.71
69 H 2.05 2.96 0.59
70 H 2.09 1.66 1.78
71 F -1.40 -2.87 0.85
72 C -0.81 -3.77 0.02
73 C 0.16 -3.36 -0.91
74 C 0.57 -4.43 -1.69
75 F 1.48 -4.18 -2.66
76 C 0.12 -5.77 -1.58
77 F 0.60 -6.73 -2.38
78 C -0.83 -6.13 -0.65
79 F -1.23 -7.42 -0.49
80 C -1.28 -5.10 0.16
81 F -2.20 -5.41 1.09

Results of the Mulliken charge analysis, in e, for atoms 1 through 2: number 1, Au, carries 0.3625; number 2, C, carries 0.2156

---

Record 6
This record from the OMol25 dataset describes a cluster of 2 separate species, C8H12N3S in total. The level of theory is ωB97M-V with the def2-TZVPD basis set.

total charge = +1
E_HOMO = -11.443 eV
energy above the lowest of the compared OMol25 structures with the same formula, charge and spin = 296.4 kJ/mol

Element x y z (Å)
1 C -1.46 2.27 2.17
2 C -2.59 1.61 1.67
3 C -0.24 1.57 2.37
4 C -2.47 0.28 1.22
5 C -0.19 0.27 1.96
6 C -1.22 -0.42 1.33
7 C 3.14 -0.81 -2.87
8 C -1.11 -1.68 0.78
9 N 1.97 -0.26 -2.55
10 N 1.28 0.52 -3.56
11 N -0.07 -2.49 0.80
12 S 1.21 -0.60 -1.12
13 H -1.48 3.37 2.45
14 H -3.55 2.05 1.99
15 H 0.59 2.20 2.60
16 H -3.24 -0.24 0.62
17 H 0.77 -0.24 2.04
18 H 3.38 -0.61 -3.94
19 H 3.77 -1.36 -2.14
20 H -2.08 -2.01 0.39
21 H 2.02 0.76 -4.18
22 H 0.92 1.30 -3.01
23 H -0.22 -3.25 0.17
24 H 0.87 -2.23 0.80

Results of the natural (NBO) charge analysis, in e, for atoms 1 through 2: number 1, C, carries -0.0800; number 2, C, carries -0.2505

---

Record 7
This record from the OMol25 dataset describes a structure of composition C31H35CrN10O4PS2. The level of theory is ωB97M-V with the def2-TZVPD basis set.

<S²> = 6.05
E_HOMO (spin up / spin down) = -4.651 / -7.704 eV
2S+1 = 5
energy above the lowest of the compared OMol25 structures with the same formula, charge and spin = 95.4 kJ/mol

Element x y z (Å)
1 Cr -1.51 -0.68 -0.49
2 S 3.92 -0.68 4.53
3 N 2.33 -0.31 4.65
4 C 1.73 -0.60 3.50
5 C 0.35 -0.44 3.21
6 C -0.60 0.04 4.11
7 C -1.92 0.11 3.70
8 C -2.25 -0.28 2.40
9 N -1.38 -0.69 1.51
10 C -0.07 -0.76 1.89
11 C 0.84 -1.18 0.90
12 N 0.33 -1.38 -0.34
13 C 1.12 -1.92 -1.26
14 C 2.46 -2.23 -1.03
15 C 3.02 -1.97 0.20
16 C 2.21 -1.44 1.20
17 C 2.64 -1.13 2.53
18 N 3.88 -1.23 2.99
19 H -0.28 0.35 5.09
20 H -2.69 0.48 4.35
21 H -3.28 -0.26 2.09
22 H 0.66 -2.13 -2.21
23 H 3.05 -2.67 -1.82
24 H 4.06 -2.18 0.41
25 N -2.54 0.96 -4.12
26 C -1.40 0.42 -4.67
27 C -0.81 -0.30 -3.67
28 N -1.54 -0.22 -2.54
29 C -2.59 0.56 -2.82
30 C -3.61 0.71 -1.87
31 N -3.51 0.07 -0.70
32 C -4.69 0.26 -0.06
33 C -5.52 1.02 -0.83
34 N -4.83 1.30 -1.98
35 H -3.19 1.57 -4.60
36 H -1.13 0.58 -5.69
37 H 0.09 -0.87 -3.73
38 H -4.92 -0.19 0.89
39 H -6.52 1.36 -0.66
40 H -5.15 1.88 -2.74
41 C 1.64 4.56 1.21
42 C 1.18 3.21 1.77
43 C 2.21 2.72 2.80
44 C -0.20 3.35 2.41
45 O 1.14 2.22 0.74
46 P 0.07 2.20 -0.48
47 O -0.36 3.54 -0.94
48 O -1.04 1.25 -0.11
49 O 0.91 1.36 -1.58
50 C 1.83 2.00 -2.46
51 C 2.66 0.88 -3.12
52 C 1.07 2.79 -3.52
53 C 2.75 2.95 -1.71
54 H 1.58 5.32 1.99
55 H 0.99 4.85 0.39
56 H 2.66 4.50 0.87
57 H 2.46 3.53 3.48
58 H 3.12 2.41 2.29
59 H 1.81 1.88 3.36
60 H -0.17 4.10 3.20
61 H -0.51 2.40 2.83
62 H -0.91 3.65 1.65
63 H 2.01 0.18 -3.63
64 H 3.23 0.35 -2.36
65 H 3.34 1.31 -3.84
66 H 0.41 2.14 -4.08
67 H 1.76 3.28 -4.20
68 H 0.46 3.54 -3.02
69 H 3.18 2.46 -0.84
70 H 2.17 3.81 -1.38
71 H 3.56 3.29 -2.36
72 C -0.56 -7.38 -0.08
73 C -0.85 -6.00 0.40
74 C -0.62 -5.61 1.72
75 C -0.84 -4.28 2.02
76 N -1.31 -3.42 1.12
77 C -1.58 -3.90 -0.09
78 S -2.32 -2.84 -1.22
79 N -1.33 -5.15 -0.49
80 H -1.25 -8.08 0.39
81 H 0.45 -7.67 0.20
82 H -0.68 -7.43 -1.15
83 H -0.26 -6.31 2.46
84 H -0.65 -3.87 3.00

Results of the Mulliken charge analysis, in e, for atoms 1 through 2: number 1, Cr, carries -0.0558; number 2, S, carries 0.0432

---

Record 8
This record from the OMol25 dataset describes an isolated molecule of C6H6O. The level of theory is ωB97M-V with the def2-TZVPD basis set.

E_HOMO = -8.640 eV
SMILES string = C#CC1=CCOC1
energy above the lowest of the compared OMol25 structures with the same formula, charge and spin = 324.9 kJ/mol

Element x y z (Å)
1 C 2.94 0.63 -0.15
2 C 1.77 0.39 -0.29
3 C 0.39 0.09 -0.24
4 C -0.52 0.93 0.27
5 C -1.77 0.19 0.49
6 O -1.44 -1.18 0.43
7 C -0.23 -1.30 -0.33
8 H 3.99 0.83 -0.08
9 H -2.17 0.66 -0.46
10 H -0.51 2.00 0.40
11 H -2.37 0.38 1.39
12 H 0.42 -2.07 0.09
13 H -0.52 -1.61 -1.35

Results of the natural (NBO) charge analysis, in e, for atoms 1 through 2: number 1, C, carries -0.2139; number 2, C, carries -0.0311

---

Record 9
This record from the OMol25 dataset describes a cluster of 2 separate species, C2H5FS2 in total. The level of theory is ωB97M-V with the def2-TZVPD basis set.

E_HOMO = -9.687 eV
SMILES string = C=CF.SS
energy above the lowest of the compared OMol25 structures with the same formula, charge and spin = 129.4 kJ/mol

Element x y z (Å)
1 C 1.51 -0.99 -0.45
2 C 0.40 -1.45 0.02
3 F 0.23 -2.70 0.60
4 S -2.10 2.35 1.17
5 S -0.29 2.20 0.08
6 H -0.77 2.12 -1.09
7 H 1.53 -0.07 -0.85
8 H 2.36 -1.60 -0.50
9 H -0.51 -0.81 0.02
10 H -2.36 0.94 1.01

Results of the natural (NBO) charge analysis, in e, for atoms 1 through 2: number 1, C, carries -0.4817; number 2, C, carries 0.2487

---

Going through the records in order, we get max |F| values of 5.357 2.679 2.522 0.787 3.190 3.248 2.021 2.087 3.612 eV/A.